Entry 1:
The following is a DFT calculation (ωB97M-V/def2-TZVPD) of a structure of composition C26H30N3RuSiTe.

Properties
gap between HOMO and LUMO (spin up / spin down): 6.68 / 6.26 eV
LUMO level (spin up / spin down): -0.428 / -0.790 eV

The geometry in ORCA input format:
```
! wB97M-V def2-TZVPD RIJCOSX def2/J DEFGRID3
* xyz 0 2
Ru 0.3548 0.4006 0.2389
C 3.6713 -0.9834 1.1845
C 3.5525 0.3250 0.4693
C 4.5902 1.2371 0.3868
C 4.3740 2.4481 -0.2671
C 3.1570 2.7393 -0.8465
C 2.1642 1.7527 -0.7919
N 2.3936 0.5803 -0.1507
N 0.8588 1.8047 -1.1918
Si -0.0950 3.1344 -1.7798
C -1.6743 2.3800 -2.4655
C 0.7630 4.0665 -3.1631
C -0.4868 4.3128 -0.3768
H 3.9365 -1.7700 0.4745
H 2.7177 -1.2561 1.6341
H 4.4416 -0.9362 1.9524
H 5.5393 1.0171 0.8540
H 5.1698 3.1825 -0.3007
H 2.9601 3.6944 -1.3091
H -1.7268 1.3191 -2.2176
H -1.7082 2.4680 -3.5533
H -2.5658 2.8680 -2.0652
H 1.0314 3.3887 -3.9765
H 1.6660 4.5898 -2.8474
H 0.0794 4.8167 -3.5701
H -0.8406 3.7631 0.4995
H -1.2620 5.0279 -0.6633
H 0.3957 4.8823 -0.0752
C -4.4825 -1.4458 -0.1919
C -4.2263 -0.0467 0.3771
C -2.7998 0.2580 0.3725
N -1.6706 0.4394 0.3692
H -5.5511 -1.6525 -0.1868
H -3.9740 -2.2022 0.4039
H -4.1190 -1.5186 -1.2156
H -4.5763 0.0281 1.4080
H -4.7427 0.7205 -0.2012
Te 0.6596 1.1169 2.7011
C -0.1077 -0.4259 3.9240
C 0.5973 -0.7717 5.0711
C 0.1149 -1.7628 5.9174
C -1.0662 -2.4242 5.6169
C -1.7669 -2.0873 4.4658
C -1.2948 -1.0898 3.6263
H 1.5331 -0.2768 5.3012
H 0.6732 -2.0241 6.8077
H -1.4369 -3.2023 6.2719
H -2.6839 -2.6075 4.2172
H -1.8357 -0.8430 2.7225
C 0.2157 -1.5173 0.6361
C 0.1335 -2.7088 0.8804
C 0.0028 -4.0970 1.2001
C -0.4028 -5.0236 0.2354
C -0.5278 -6.3642 0.5608
C -0.2594 -6.8008 1.8511
C 0.1409 -5.8859 2.8158
C 0.2761 -4.5448 2.4965
H -0.6120 -4.6800 -0.7692
H -0.8378 -7.0722 -0.1974
H -0.3602 -7.8486 2.1028
H 0.3534 -6.2188 3.8239
H 0.5886 -3.8277 3.2452
*
```

Entry 2:
The following is a DFT calculation (ωB97M-V/def2-TZVPD) of a cluster of 2 separate species, C26H30N6O2S in total at a distorted geometry.

Properties
gap between HOMO and LUMO: 8.28 eV
SMILES: Nc1cccc(-c2cnc3[nH]cc(-c4cccnc4)c3c2)c1.CNC(=O)[C@H](CCSC)NC(C)=O
LUMO level: 0.010 eV

The geometry in ORCA input format:
```
! wB97M-V def2-TZVPD RIJCOSX def2/J DEFGRID3
* xyz 0 1
N -4.9852 1.9914 -3.4677
C -3.7565 2.5724 -3.2179
C -3.4554 3.8181 -3.7637
C -2.2085 4.4027 -3.5280
C -1.2636 3.7319 -2.7461
C -1.5569 2.4787 -2.1815
C -0.5554 1.7736 -1.3686
C -0.9143 1.0594 -0.2078
N -0.0347 0.3677 0.5532
C 1.2447 0.4095 0.1629
N 2.3399 -0.2074 0.7329
C 3.4941 0.0776 0.0044
C 3.1381 0.9029 -1.0359
C 4.0381 1.4893 -2.0283
C 3.8807 2.8170 -2.4340
C 4.7652 3.3315 -3.3788
C 5.7783 2.5166 -3.8904
N 5.9370 1.2415 -3.5006
C 5.0868 0.7404 -2.5869
C 1.6994 1.1050 -0.9467
C 0.7907 1.7897 -1.7430
C -2.8177 1.9106 -2.4267
H -5.0951 1.0016 -3.2570
H -5.5521 2.3894 -4.2134
H -4.1886 4.3371 -4.3715
H -1.9752 5.3756 -3.9510
H -0.3025 4.2042 -2.5693
H -1.9562 1.0513 0.0976
H 2.3019 -0.7549 1.5885
H 4.5035 -0.2567 0.2337
H 3.1015 3.4428 -2.0083
H 4.6791 4.3582 -3.7176
H 6.4637 2.9290 -4.6244
H 5.2187 -0.2926 -2.2802
H 1.1190 2.2984 -2.6442
H -3.0696 0.9393 -2.0173
C -1.4961 0.5827 4.1401
N -0.9771 -0.4730 3.2710
C -1.0938 -1.7834 3.5192
O -1.6765 -2.2091 4.5124
C -0.5074 -2.7477 2.4682
C -1.4396 -3.9276 2.1355
C -2.7873 -3.4822 1.5422
S -2.9297 -3.5442 -0.2718
C -1.8311 -2.2076 -0.8022
N 0.8638 -3.2257 2.7291
C 1.4495 -3.7317 3.8151
C 0.7001 -3.9603 5.1080
O 2.6353 -4.0153 3.7543
H -0.7948 0.7660 4.9560
H -2.4567 0.2804 4.5648
H -1.6332 1.5020 3.5682
H -0.5307 -0.1900 2.4049
H -0.4371 -2.1630 1.5542
H -0.9496 -4.5997 1.4292
H -1.6355 -4.4914 3.0475
H -3.5481 -4.1568 1.9363
H -3.0433 -2.4807 1.8886
H -2.1301 -1.2890 -0.3032
H -1.9140 -2.0758 -1.8813
H -0.7981 -2.4499 -0.5561
H 1.4845 -3.2183 1.9365
H -0.2409 -4.4674 4.9113
H 1.3100 -4.5803 5.7629
H 0.5145 -3.0039 5.5923
*
```

Entry 3:
The following is a DFT calculation (ωB97M-V/def2-TZVPD) of the molecule C26H30O8.

Properties
gap between HOMO and LUMO: 8.89 eV
SMILES: CCCCCC(=O)Cc1cc(O)cc2c1C(=O)Oc1cc(O)c(C(=O)O)c(CCCCC)c1O2
LUMO level: 0.031 eV

The geometry in ORCA input format:
```
! wB97M-V def2-TZVPD RIJCOSX def2/J DEFGRID3
* xyz 0 1
C 6.8975 1.4448 0.7263
C 6.2636 0.0733 0.9244
C 4.7386 0.1515 0.8912
C 4.0532 -1.1612 1.2662
C 4.3725 -2.3392 0.3279
C 4.0439 -2.0145 -1.1030
O 4.8294 -1.5101 -1.8655
C 2.6151 -2.3311 -1.5439
C 1.7037 -1.2510 -1.0365
C 1.9352 0.0360 -1.4997
C 1.1814 1.1128 -1.0527
O 1.4170 2.3794 -1.4530
C 0.1308 0.8860 -0.1699
C -0.1453 -0.3993 0.2544
C 0.6427 -1.4880 -0.1470
C 0.4561 -2.8231 0.4695
O 1.3777 -3.5200 0.8119
O -0.7844 -3.3305 0.6399
C -1.9749 -2.7103 0.3812
C -2.9964 -3.5106 -0.0871
C -4.2736 -2.9929 -0.2855
O -5.1899 -3.8392 -0.7459
C -4.5361 -1.6296 0.0125
C -5.9241 -1.1809 -0.1561
O -6.8007 -1.8765 -0.6523
O -6.2413 0.0390 0.2779
C -3.4823 -0.8060 0.4649
C -3.6233 0.6668 0.7162
C -3.6395 1.4386 -0.6123
C -3.8998 2.9322 -0.4205
C -2.7343 3.6814 0.2219
C -3.0418 5.1663 0.3741
C -2.2184 -1.3603 0.6479
O -1.1935 -0.5583 1.1342
H 7.9822 1.3715 0.7496
H 6.6038 1.8627 -0.2341
H 6.5827 2.1313 1.5099
H 6.5844 -0.3401 1.8836
H 6.6088 -0.5920 0.1325
H 4.4054 0.9203 1.5937
H 4.4209 0.4605 -0.1066
H 2.9730 -1.0071 1.2840
H 4.3611 -1.4509 2.2729
H 5.4369 -2.5680 0.3944
H 3.7896 -3.1978 0.6581
H 2.3266 -3.3096 -1.1702
H 2.5942 -2.3288 -2.6366
H 2.7422 0.1978 -2.2016
H 2.1777 2.4076 -2.0475
H -0.4611 1.7111 0.1879
H -2.8163 -4.5524 -0.2924
H -6.0461 -3.3569 -0.8538
H -7.1877 0.1936 0.1210
H -2.7757 0.9928 1.3165
H -4.5354 0.8779 1.2687
H -2.6855 1.2948 -1.1254
H -4.4219 1.0254 -1.2510
H -4.7953 3.0625 0.1911
H -4.1004 3.3777 -1.3980
H -2.5204 3.2614 1.2063
H -1.8442 3.5634 -0.4006
H -3.9149 5.3125 1.0065
H -3.2432 5.6163 -0.5956
H -2.2004 5.6868 0.8252
*
```

Summary of E in a.u.
-1825.406963; -1886.029624; -1610.731261
(order as listed above)